Formula: C4H10S
Source: the Open Molecules 2025 dataset
Level of theory: ωB97M-V/def2-TZVPD

orbital gap (alpha / beta)	6.1 / 6.4	eV
total charge	-1
<S²>	0.76
2S+1	2

CARTESIAN COORDINATES (ANGSTROEM)
C  -1.77  -1.29  -0.10
C  0.06  -0.61  -1.77
C  -0.65  -1.67  -1.05
S  1.15  0.82  1.05
C  1.65  2.45  1.80
H  -2.66  -1.07  -0.69
H  -1.45  -0.48  0.57
H  -2.05  -2.10  0.58
H  -0.41  0.33  -2.01
H  0.82  -0.89  -2.50
H  0.43  -1.01  -0.66
H  -0.40  -2.72  -1.02
H  1.77  2.24  2.85
H  0.90  3.20  1.55
H  2.61  2.79  1.39

Results of the Löwdin charge analysis, in e, for atoms 1 through 6: atom 1 (C): -0.163, atom 2 (C): -0.163, atom 3 (C): -0.318, atom 4 (S): 0.086, atom 5 (C): -0.700, atom 6 (H): 0.054


Formula: C3H5N2
Source: the Open Molecules 2025 dataset
Level of theory: ωB97M-V/def2-TZVPD

orbital gap	8.2	eV
total charge	+1

CARTESIAN COORDINATES (ANGSTROEM)
C  -1.17  -1.12  -0.10
C  0.26  -1.05  0.00
C  -0.75  1.11  -0.02
N  -1.62  0.27  0.03
N  0.71  0.32  -0.08
H  0.39  -1.46  1.03
H  0.60  -1.74  -0.81
H  -0.83  2.20  -0.17
H  0.90  0.79  0.88
H  1.51  0.68  -0.75

Results of the Löwdin charge analysis, in e, for atoms 1 through 6: atom 1 (C): 0.132, atom 2 (C): -0.227, atom 3 (C): -0.006, atom 4 (N): 0.087, atom 5 (N): 0.072, atom 6 (H): 0.174


Energy above the lowest of the compared OMol25 structures with the same formula, charge and spin / kcal per mole: 64.28; 147.32
E_tot / eV: -15142.09737; -6159.50403